[1]
101
Properties=species:S:1:pos:R:3:lowdin_charge:R:1 method="wB97M-V/def2-TZVPD" charge=-1 lumo_ev="2.00 / 1.53" orbital_gap_ev="5.874 / 5.410" homo_ha="-0.1423 / -0.1425" molar_mass_g_mol=1102.05 multiplicity=2 s_squared=0.75 relative_energy_kj_mol=0.0
C 2.9730 -3.4558 -3.3110 -0.42
S 2.7666 -1.1330 3.8382 0.53
N -1.8206 1.5273 1.1490 -0.06
C -0.8464 3.3048 -2.8884 -0.08
N 0.7118 3.4724 0.1217 0.03
H 0.2929 -5.0401 1.7286 0.03
H 3.4616 4.3503 1.5887 0.08
H -0.7999 -3.9333 3.8840 0.03
H -2.9130 -0.6891 2.2595 0.03
H 0.0168 -2.3859 3.8705 -0.02
C 1.4668 4.4468 0.7139 -0.09
C -0.4252 1.1219 -3.0908 -0.33
H 6.4048 -3.1119 -2.9979 0.12
H -5.8944 -5.1837 -0.1697 0.09
H -0.4541 -0.3392 -4.6805 0.08
C -0.0255 -0.2335 -3.6843 -0.08
Se 2.5771 -1.0830 -1.2929 0.57
C -4.9822 -4.7363 0.2149 -0.10
H -1.8934 9.0628 -1.4474 0.06
H 0.2362 -4.4491 0.0590 -0.02
N 1.3485 2.2121 0.2181 0.07
N -0.7126 6.0340 -0.5691 0.10
H 4.0041 0.7542 5.4557 0.05
C 4.2531 -3.1675 -2.5036 -0.56
H 2.7982 0.0607 6.5895 0.07
Se 1.4129 -2.9727 -2.1304 0.65
H -0.4329 2.5009 -4.8997 0.09
H -2.2381 -0.1109 3.7715 0.03
C 5.4890 -3.5558 -3.3959 -0.21
N -0.9554 2.6984 -1.6703 0.03
H -2.4069 -5.3439 2.3531 0.10
Pb -0.4150 -0.2104 0.2508 0.88
O 5.6123 -4.2288 -0.8099 -0.08
H -0.2148 8.4830 -1.5361 0.07
C -2.9171 0.1400 2.9718 -0.06
H 5.1360 -1.4509 -1.4323 0.08
C -1.1514 8.4215 -0.9788 -0.05
C -2.8537 -1.7754 -2.4641 -0.23
C 1.7841 0.1802 4.0365 -1.33
C -0.5555 2.3553 -3.8317 -0.02
C 3.0680 0.9285 5.9755 -0.11
H 4.0508 1.1406 0.1092 0.05
H -3.8092 6.8608 -1.4786 0.09
N -0.6616 1.3190 -1.8119 0.00
C -4.3038 -0.0918 -0.4423 -0.22
H 3.8013 -5.0175 -1.4425 0.12
C -4.5967 -3.4727 -0.2324 -0.12
C -0.8838 -2.9018 3.5456 -0.22
H 3.0392 0.4312 1.3879 0.01
B -0.7548 3.4331 -0.2943 -0.65
H -2.7594 -0.9027 -3.0999 0.02
H 1.0615 -0.2925 -3.7454 0.04
H -3.8267 -2.2250 -2.6470 0.01
H -5.2053 -2.9273 -0.9462 0.09
C 4.3267 -1.6668 -2.1339 -0.41
H 3.1253 1.8392 6.5720 0.08
H -3.3746 4.2201 -1.0562 0.12
H -3.3749 3.0086 3.6378 0.10
C -1.5986 6.9681 -0.9223 -0.34
C 0.3606 -4.1537 1.0991 -0.23
C -2.8837 6.3806 -1.1721 -0.04
H -3.9238 0.2501 3.3934 0.09
C 2.6095 3.8653 1.1543 -0.03
H -1.7301 -2.4412 4.0353 0.02
C 2.4799 2.4483 0.8279 -0.34
H -5.0895 -0.4624 -1.1084 0.02
C 3.5140 1.3470 1.0367 -0.06
H -2.2746 4.6884 1.8179 0.12
H 4.2449 1.6562 1.7708 0.07
C -3.4033 -2.8996 0.1919 -0.32
H 1.3587 -3.7403 1.2140 0.01
H -0.3744 -1.0436 -3.0528 -0.02
C -2.2805 3.6098 1.8134 -0.06
H -0.9602 8.7961 0.0221 0.06
N -1.3632 4.8716 -0.5529 -0.04
H 2.8856 -2.8450 -4.2142 0.07
C -4.1908 -5.4080 1.1473 -0.10
C 4.2494 -4.0450 -1.2055 -0.23
H 3.6562 -3.5676 -0.4293 0.08
N -1.7440 2.8756 0.8000 0.04
H 1.1608 5.4915 0.6730 0.10
C -2.8133 2.7531 2.7509 -0.02
C -2.5207 1.4456 2.2809 -0.38
C -2.6858 5.0436 -0.9502 -0.10
H -2.1004 -2.5180 -2.7279 0.02
H 2.8662 -4.5155 -3.5510 0.07
O 5.5929 -4.9647 -3.5317 -0.07
Si -0.9096 -2.9007 1.6874 0.54
H -4.0142 0.8980 -0.7685 0.01
H -4.4824 -6.3883 1.5275 0.09
Si -2.8710 -1.2891 -0.6533 0.45
H -4.7193 -0.0398 0.5550 0.02
H 4.4452 -1.0346 -3.0212 0.07
H -0.9832 4.3687 -3.0210 0.12
H 6.0383 -5.2644 -2.7121 0.09
H 5.6677 -4.5793 0.1091 0.12
S 0.3624 0.5268 3.1473 0.55
C -2.5993 -3.5814 1.1456 -0.31
O 1.9714 1.1691 4.9947 -0.28
H 5.3003 -3.1694 -4.3976 0.12
C -3.0076 -4.8214 1.6090 -0.12

***

[2]
88
Properties=species:S:1:pos:R:3:lowdin_charge:R:1 method="wB97M-V/def2-TZVPD" charge=+4 lumo_ev="-13.04 / -14.51" orbital_gap_ev="5.467 / 3.999" homo_ha="-0.6800 / -0.6803" molar_mass_g_mol=730.59 multiplicity=4 s_squared=4.16
C 2.6888 -0.4538 -0.6276 -0.22
C 8.6012 -2.5680 -0.6613 0.03
C 7.2555 -2.2205 -0.4217 0.13
H -4.2609 0.4392 -3.7537 0.10
H -3.7047 -1.2591 -3.9686 0.10
H 9.3393 -2.6913 0.1424 0.17
H -2.3510 4.9905 -2.1742 0.10
H -1.0631 -1.8997 -1.7124 0.02
H -2.6841 4.1465 -3.7289 0.09
H -1.6525 -1.4237 2.8821 0.05
H -0.0894 -4.0652 -1.5072 0.10
H -0.9121 3.8492 1.2325 0.04
C -4.5803 -1.9728 0.0081 -0.12
Br -2.6944 1.7954 0.3647 0.56
C -0.0455 3.4340 1.7315 -0.20
C -2.2880 0.0286 -2.9074 -0.40
C 1.9686 1.7714 0.0927 -0.01
H -2.4570 -2.8794 -1.3372 0.11
H 6.3278 -2.1477 -3.7056 0.15
H 0.3199 -3.2774 0.0053 0.04
P -1.3065 1.5033 -3.2339 1.16
Tc -0.2668 0.2458 -0.2040 0.89
H 0.9531 0.7753 4.1018 0.07
C -1.5129 -2.5023 -0.9063 -0.36
C -3.0032 1.9257 5.8847 -0.01
H -0.4289 -2.4848 2.1878 0.07
H 0.6677 0.2650 -2.7118 0.05
H -2.4973 2.6868 -1.5592 -0.08
H 0.9815 1.9995 -2.8739 0.08
H 8.7156 -2.7841 -3.9290 0.17
C -2.3807 -3.4212 2.4242 -0.10
C 3.8245 -1.1612 -1.1154 0.08
H 1.9745 1.8950 3.1295 0.08
H 2.1879 2.8539 0.1436 0.14
H -3.4029 -3.1264 2.6874 0.09
P -1.7208 -1.3106 0.4795 0.85
P -0.2624 1.7127 2.1152 0.85
C 6.9001 -2.2795 -2.7898 0.11
H 0.4146 1.7739 -5.4228 0.09
H -2.4268 -4.1360 1.5967 0.07
C -3.1510 2.8686 4.8699 -0.02
C 6.3331 -2.0831 -1.5020 -0.13
H -0.7287 3.0309 -1.5427 0.06
H -1.9960 0.0834 6.4204 0.13
H -3.7624 -0.0106 0.3529 -0.10
H -2.6296 3.4998 2.8777 0.10
H -0.9521 -0.2422 4.2016 0.09
C 1.4001 -0.2371 1.3578 -0.17
H -2.7225 0.1214 -1.8898 0.03
C -2.1941 0.8096 5.6236 -0.02
H -1.5858 -0.8181 -2.9445 0.06
H 1.9252 0.9975 -4.9272 0.09
H -4.3897 -3.0256 0.2562 0.08
H 2.2101 -2.1254 0.6074 0.14
C -2.4942 2.7380 3.6385 -0.09
H -3.8049 -0.9955 1.7849 0.09
N 9.0582 -2.7671 -1.8905 0.15
C -1.6669 1.6447 3.3832 -0.35
C -1.5816 0.6427 4.3684 -0.12
C -1.4915 -2.2095 2.1194 -0.36
C 0.9664 1.7084 3.5287 -0.15
H 0.8816 3.5184 1.1692 0.04
H 1.4120 -0.5508 2.4163 0.14
H -1.9892 -3.9725 3.2904 0.10
H -4.5573 -1.8525 -1.0845 0.07
H 0.1268 3.9132 2.6975 0.09
C -1.6148 2.9411 -2.2048 -0.49
H -1.0109 4.6977 -3.3359 0.09
H -3.4600 2.0536 6.8779 0.14
H -3.7612 3.7409 5.0671 0.13
H -5.6126 -1.7374 0.3239 0.11
H -1.0107 -4.4651 -0.0564 0.09
C 0.4544 1.1504 -3.3290 -0.42
C 2.4870 0.9196 -0.9086 -0.02
C 2.0517 -1.0576 0.4419 -0.04
C 0.8404 0.9747 -4.8066 -0.11
H 6.9912 -2.0473 0.6164 0.15
C 1.1566 1.1706 1.0946 -0.52
C 4.9139 -1.6781 -1.3485 0.13
H 0.4576 0.0285 -5.1985 0.09
C -1.9418 4.2795 -2.9173 -0.10
C 8.2565 -2.6220 -2.9408 0.03
H 2.8800 1.2547 -1.8745 0.14
H 0.7124 2.5322 4.2008 0.09
H -3.0219 0.0393 -4.9827 0.09
C -3.3925 -0.2018 -3.9715 -0.09
C -3.5910 -1.0493 0.7046 -0.44
C -0.5287 -3.6380 -0.5924 -0.11

***

[3]
89
Properties=species:S:1:pos:R:3:lowdin_charge:R:1 method="wB97M-V/def2-TZVPD" charge=+2 lumo_ev="-5.16 / -6.22" orbital_gap_ev="7.732 / 5.878" homo_ha="-0.4738 / -0.4447" molar_mass_g_mol=676.04 multiplicity=4 s_squared=3.85
C 0.9209 -3.1270 1.9400 -0.24
C -2.0833 2.2674 5.0352 -0.25
C -0.9028 0.5481 -3.3383 -0.34
H 2.8301 4.0139 0.2562 0.07
C 1.6475 0.9113 2.7765 -0.20
H 4.6054 1.9198 3.3140 0.07
H -1.7692 1.8533 -1.8453 0.11
H -2.7439 1.4172 5.2383 0.05
H -3.2939 2.9935 2.3563 0.06
C -3.2689 -1.0045 -3.0464 -0.30
C -0.9111 2.9373 -3.5134 -0.07
C 0.0276 1.5968 -5.2956 -0.04
C 0.5362 -3.0793 4.8352 -0.26
H -2.6572 3.2005 5.0460 0.06
C 3.4274 3.1827 -0.1389 -0.17
H 4.4279 3.5602 -0.3921 0.07
H -2.3362 2.0126 1.2003 0.03
C 0.6183 0.4132 5.4177 -0.21
H -6.0508 -2.9453 -2.6949 0.12
H -1.2689 -4.1967 -6.2048 0.12
P -1.5249 -0.9116 -2.5124 1.09
C -4.1328 -1.9930 -2.5394 -0.08
H -1.3048 2.3017 5.8044 0.04
C 4.3688 2.6622 2.5435 -0.17
C -0.7569 -3.7764 -5.3444 -0.04
H -2.4481 -2.5540 -4.8098 0.11
H -0.0098 3.7436 -5.3027 0.12
H 2.4033 1.2694 3.5211 0.06
C -0.2529 -0.1281 0.0417 0.09
H -3.7923 -2.6212 -1.7154 0.12
H 2.2061 -3.8481 -3.7137 0.11
O 1.9532 -0.0538 -0.6031 -0.06
H -5.2759 0.1320 -5.5727 0.12
C 0.5245 -2.6737 -3.1113 -0.07
H 3.4081 -1.4955 2.8335 0.03
H 0.3888 3.6946 3.8457 0.05
Cl -1.8727 -1.0522 3.5405 0.06
H 5.3128 3.1355 2.2367 0.08
H 2.9576 2.7778 -1.0422 0.06
C 2.9375 -2.0065 3.6871 -0.24
H 0.6762 1.5037 5.5312 0.02
H 3.7305 3.4403 2.9774 0.07
C -1.4318 -2.8542 -4.5397 -0.06
C -2.7155 2.0678 2.2287 -0.26
H 3.3496 -3.0211 3.7869 0.06
C -0.7955 -2.3038 -3.4081 -0.31
C 0.5555 -4.1424 -5.0474 -0.04
H -0.1482 -3.2988 1.7724 0.04
H 1.4869 -0.3532 -1.4057 0.08
H 1.0245 -2.2376 -2.2486 0.09
H -3.0285 0.4598 -4.6403 0.11
H -1.1016 4.4567 3.1834 0.06
H 0.6129 -2.4800 5.7492 0.05
H 1.5829 -0.0860 5.5784 0.02
C -3.6994 -0.2668 -4.1703 -0.07
Mn 0.0786 0.0745 3.6255 -0.06
H 3.1441 -1.4320 4.6006 0.04
C -5.3853 -2.1820 -3.0990 -0.06
P -1.3169 2.0385 3.4011 0.75
H 1.0748 -4.8531 -5.6871 0.12
H -1.1680 3.9134 -3.0970 0.12
C 1.9402 1.0817 1.4659 -0.34
H -3.3603 1.2016 2.4159 0.03
P 1.1329 -2.0906 3.4258 0.76
C -1.2359 1.8001 -2.8002 -0.09
H 1.1408 -3.9869 4.9378 0.06
C -0.2725 2.8538 -4.7464 -0.04
C 1.1833 -3.5805 -3.9380 -0.05
C -4.9677 -0.4665 -4.7185 -0.05
H -6.8176 -1.5693 -4.6174 0.12
C -0.4156 3.6008 3.1033 -0.25
H 0.0330 3.5717 2.1001 0.03
H -0.5149 -3.3374 4.6724 0.03
H 5.6530 1.1772 0.1127 0.07
H 1.4334 -4.0895 2.0751 0.06
H 0.5135 1.5022 -6.2608 0.12
C -1.1211 -0.7016 -0.7828 -0.20
P 3.5857 1.8891 1.1094 0.90
C 4.7649 0.6626 0.5087 -0.17
H 0.6611 1.6457 -0.1299 0.14
H 1.3402 -2.6063 1.0698 0.03
H 4.2881 0.0711 -0.2833 0.05
C -0.3054 0.4366 -4.5989 -0.06
H -0.1134 -0.5534 -5.0340 0.12
H -1.9873 -1.2337 -0.2984 0.10
H 5.0750 0.0060 1.3342 0.07
C -5.8320 -1.4259 -4.1801 -0.04
C 1.0324 0.6536 0.2387 -0.33
H -0.2041 -0.0339 5.9942 0.04

***

[4]
95
Properties=species:S:1:pos:R:3:lowdin_charge:R:1 method="wB97M-V/def2-TZVPD" charge=+1 lumo_ev="-3.02 / -1.74" orbital_gap_ev="7.784 / 8.755" homo_ha="-0.3971 / -0.3855" molar_mass_g_mol=731.64 multiplicity=2 s_squared=1.12 relative_energy_kj_mol=73.5
H -1.7671 -4.5643 0.7019 0.10
O 1.5252 6.2116 0.6248 -0.12
P 2.6653 -0.0157 -2.3345 0.57
C 1.1759 5.3225 -0.4131 -0.17
H -0.3778 3.7980 -0.7813 0.10
H -3.9611 -4.7710 -2.7178 0.11
C 0.8016 1.6778 -3.2415 -0.08
H 5.8946 0.7855 -2.9051 0.08
C -2.7859 -2.6940 3.9190 -0.07
H 3.8367 -2.5489 2.3616 0.05
H 0.5552 1.3534 -4.2563 0.09
H -6.6053 -0.8122 0.8086 0.11
C -3.1246 -4.0961 -2.6239 -0.06
C -1.8790 -2.5120 -1.3189 -0.30
C 3.0903 2.3701 -3.6349 -0.10
C -2.6806 -4.0773 3.9180 -0.07
C 3.4493 -1.7153 1.7771 -0.24
C -3.3063 -0.5732 0.1293 -0.24
H 0.0332 -2.3434 3.3366 0.01
H 1.0046 4.0181 3.1455 0.14
H 3.5146 -3.0857 -3.5856 0.09
C -2.2907 -4.7362 2.7640 -0.07
O 1.8042 -0.4383 -1.1944 -0.34
C 5.4047 -0.1489 -2.6129 -0.10
N 2.2047 1.4727 -2.9236 -0.29
H -0.1543 5.2525 2.5856 0.14
C 1.5072 -3.5223 0.8589 -0.22
H 1.6176 -3.0218 3.7704 0.06
H 2.7718 0.1391 -5.1513 0.07
H 0.1880 1.1338 -2.5278 0.05
C -4.4628 1.4708 -0.4532 0.00
O -1.7733 2.4047 -1.1100 0.05
H 2.6545 -2.6555 -2.0890 0.06
H 2.0417 6.3147 2.5561 0.13
H 6.1308 -0.7544 -2.0638 0.09
H 3.8918 -1.7223 0.7834 0.03
H 1.3082 -1.2829 3.9444 0.05
H 4.1284 2.1179 -3.4374 0.07
H -0.1877 -1.6314 -2.2741 0.07
O -1.1186 0.2768 -1.0534 -0.22
H 3.7030 -0.7793 2.2676 0.05
H -6.5779 1.4765 -0.0795 0.11
C -0.9972 -2.3389 -2.3801 -0.08
N 2.6497 -1.1721 -3.5322 -0.31
C 1.8467 5.5377 1.8155 -0.18
H -2.1900 -5.8120 2.7604 0.11
H 2.0656 -4.2472 1.4524 0.06
H 5.1115 -0.6878 -3.5098 0.07
H 3.5649 0.9304 -0.0141 0.07
C -2.1461 -2.6407 1.5903 -0.38
C 4.4742 0.9062 -0.6173 -0.11
H -0.5185 -2.8927 -4.3986 0.10
C -4.5086 -1.1136 0.5737 -0.07
H 0.9641 5.9398 -1.2851 0.13
H 1.6357 -1.2091 -5.3669 0.09
H 3.3813 -1.4968 -5.4643 0.09
H -4.5351 -2.1036 1.0055 0.11
C -2.9410 -3.4032 -1.4420 -0.09
C 0.6990 4.6307 2.2956 -0.09
C -3.2999 0.7145 -0.4044 -0.12
C -2.4845 -1.9833 2.7745 -0.14
H 2.0183 4.6487 -0.6373 0.13
P 1.6289 -1.8524 1.6087 0.82
N 4.2412 0.0737 -1.7811 -0.30
Co 0.3710 -0.3593 0.3436 0.28
H 5.2875 0.4804 -0.0250 0.09
H 0.5741 2.7411 -3.1636 0.09
C -1.1883 -3.0358 -3.5614 -0.08
H 2.7566 4.9350 1.6777 0.13
C -1.9859 1.2196 -0.8958 -0.57
H 2.9152 2.3472 -4.7153 0.09
C 2.6064 -0.9162 -4.9533 -0.09
C 1.1052 -2.1634 3.3394 -0.22
C -2.0339 -4.0261 1.6010 -0.11
H -3.0825 -2.1735 4.8161 0.11
H 0.4627 -3.8244 0.7988 0.02
H -2.4279 -4.4264 -4.6177 0.11
C -2.2559 -3.9092 -3.6865 -0.07
C -0.0554 4.5078 -0.0186 -0.09
H -2.5068 -0.9006 2.7740 0.11
C 0.3221 2.4987 1.2130 -0.18
N 0.3770 1.3356 1.2615 0.15
H -2.8925 -4.6345 4.8189 0.11
H 4.7479 1.9329 -0.8876 0.09
N 0.2720 3.7792 1.1985 -0.07
H 1.9185 -3.4802 -0.1503 0.03
H 1.7436 -3.0591 -3.5589 0.07
C 2.6408 -2.5713 -3.1730 -0.09
C -5.6553 0.9189 -0.0219 -0.05
C -5.6741 -0.3750 0.4798 -0.06
H -3.6350 -3.5402 -0.6258 0.10
H -0.8859 5.1840 0.2045 0.14
H 2.8994 3.3924 -3.2959 0.09
P -1.7352 -1.4982 0.1925 1.09
H -4.4056 2.4749 -0.8444 0.12

***

[5]
93
Properties=species:S:1:pos:R:3:lowdin_charge:R:1 method="wB97M-V/def2-TZVPD" charge=0 lumo_ev=-0.25 orbital_gap_ev=7.169 homo_ha=-0.2726 molar_mass_g_mol=938.21 multiplicity=1
H 4.1081 -1.1509 3.1002 0.03
N 0.5982 2.8304 -2.8505 0.07
C 0.3855 -2.5394 -5.3633 -0.07
H -2.6377 -3.4762 5.8916 0.03
H 2.1627 -3.5753 4.0294 0.02
H 3.6248 -1.8597 -1.4921 0.10
C -3.9286 2.9436 -2.9121 -0.02
H -0.9378 -3.0164 5.9623 0.01
H -2.4523 0.5341 4.3966 0.00
O -0.2738 -0.0524 -2.1267 -0.23
C -2.8752 3.5081 -0.6680 -0.02
C -0.4648 -5.0639 2.1282 -0.22
C 1.9433 -2.6750 4.6094 -0.21
H -3.9516 -1.6535 2.3780 0.00
O -0.6122 3.1904 -0.0439 -0.27
C 1.7937 6.0589 -1.4529 -0.08
C -2.8665 2.7374 -1.8771 -0.31
H -4.5783 3.7723 -2.6440 0.08
H -2.7371 5.2066 1.3755 0.08
H 1.0727 -2.8878 5.2328 0.00
N -1.8590 1.1575 -3.2706 0.09
C 1.0229 5.1358 -2.1406 -0.03
H 1.0882 -3.3573 -5.2693 0.10
H 5.1347 -0.2876 -2.6655 0.10
Si -0.3568 -3.5327 1.0143 0.35
H -1.7289 -1.1352 -7.5972 0.10
H -3.7868 4.0372 -0.4312 0.11
H -4.5705 -2.2867 3.9080 0.03
C -0.9742 0.2064 -3.2061 -0.43
C -1.7887 -3.6075 -0.2189 -0.21
C 1.2602 -3.7068 0.0361 -0.21
H -0.1380 -3.0075 -7.3890 0.10
H 2.1179 -3.7647 0.7111 0.02
C 1.9683 1.0569 -0.7802 -0.21
Si -2.0967 -1.9114 4.0291 0.32
H 4.6625 2.1361 -2.6128 0.11
H -2.2943 3.7188 2.2363 0.08
H 1.6629 -1.0119 -0.2835 0.05
H -1.4757 -4.2290 4.7969 0.01
H 1.2983 1.2431 3.8831 0.03
C -1.1996 -1.2868 -6.6653 -0.08
H -0.2505 -5.9771 1.5689 0.03
H 0.2534 -5.0009 2.9499 0.02
C 4.0048 1.4433 -2.0990 -0.04
C 1.5400 0.3793 4.5071 -0.21
C 2.3068 -0.3067 -0.8030 -0.16
H -3.4565 3.1412 -3.8746 0.08
C 3.2408 -1.0625 2.4417 -0.21
H 1.2534 -4.6109 -0.5765 0.03
H 1.1766 2.1755 -3.3681 0.12
H -1.7894 -4.5485 -0.7731 0.03
H 3.3161 -0.1104 1.9167 0.02
C 2.5365 3.3677 -1.4795 -0.16
C -1.8082 3.6691 0.1803 -0.48
C 3.4215 -0.7948 -1.4671 -0.09
H -1.0355 4.8666 1.7699 0.09
N -1.9233 1.8583 -2.0593 -0.12
Te -1.5114 0.3363 1.1879 0.55
C 2.8633 1.9129 -1.4543 -0.24
H 4.2205 3.9874 -0.3259 0.12
C -1.9835 4.4271 1.4637 -0.01
H 2.7926 -2.4954 5.2719 0.03
H -3.2774 -0.4066 5.6448 0.03
H -2.7486 -3.5169 0.2952 0.02
C 4.2714 0.0823 -2.1267 -0.08
C -2.3649 -0.3374 5.0495 -0.22
H 0.1239 5.4458 -2.6628 0.11
C -0.3018 -2.3410 -6.5520 -0.09
C -0.7459 -0.6440 -4.3942 -0.15
H 0.7604 0.2946 5.2678 0.01
C 3.3216 4.3144 -0.8337 -0.02
H 1.4914 7.0975 -1.4239 0.10
Hf -0.1861 1.4568 -0.8579 1.22
H -3.7227 -3.3570 2.7857 0.02
Si -0.4242 -1.6142 2.3853 0.08
C -3.7436 -2.3452 3.1979 -0.23
C -1.7485 -3.2912 5.2849 -0.22
C -1.4238 -0.4397 -5.5940 -0.03
H 2.4852 0.5871 5.0128 0.03
C 0.1689 -1.6916 -4.2899 -0.02
H 0.6962 -1.8274 -3.3550 0.11
Si 1.6465 -1.1943 3.4587 0.36
H -4.5173 2.0324 -3.0241 0.09
H -2.1257 0.3796 -5.6695 0.11
H 3.3119 -1.8583 1.6968 0.01
H -1.4612 -5.1651 2.5646 0.02
C 2.9542 5.6514 -0.8137 -0.08
H -0.0574 3.2763 -3.4763 0.11
H 1.4159 -2.8594 -0.6353 -0.01
H 3.5768 6.3726 -0.3005 0.10
H -1.7259 -2.7916 -0.9430 0.02
C 1.3921 3.7980 -2.1585 -0.28
H -1.5295 -0.1634 5.7311 0.01